95
Properties=species:S:1:pos:R:3:forces:R:3:lowdin_spin:R:1 method="wB97M-V/def2-TZVPD" max_force_ev_per_a=1.31 energy_ha=-3895.05525 charge=0 multiplicity=4 e_lumo_ev="0.404 / 0.146"
V -0.0773 -0.0112 -0.3896 0.2 0.5 0.2 2.70
C 2.8495 -0.8915 2.4439 -0.2 -0.2 -0.1 0.01
C 2.7267 -2.3358 1.9331 -0.1 0.1 0.0 0.00
C 1.3736 -2.9833 2.2476 0.1 0.3 0.0 0.01
Sb -0.3738 -2.1812 1.2613 -0.1 -1.0 0.3 0.04
C -1.7127 -3.0161 2.7072 0.0 0.2 0.1 0.00
C -2.4659 -2.2289 3.5764 0.0 -0.1 0.0 0.00
C -3.2588 -2.8219 4.5533 0.0 0.0 0.0 0.00
C -3.3027 -4.2025 4.6700 0.0 0.0 0.0 0.00
C -2.5523 -4.9943 3.8084 0.0 0.0 0.0 0.00
C -1.7606 -4.4056 2.8308 -0.1 0.1 0.1 0.00
C -0.6436 -3.7890 -0.1283 0.0 0.0 -0.1 0.00
C 0.3967 -4.6024 -0.5662 -0.1 0.0 0.0 0.00
C 0.1745 -5.5737 -1.5370 0.0 0.0 0.0 0.00
C -1.0916 -5.7331 -2.0826 0.0 0.0 0.0 0.00
C -2.1374 -4.9253 -1.6521 0.0 0.0 0.0 0.00
C -1.9127 -3.9580 -0.6815 0.1 0.0 0.0 0.00
Sb 2.0933 0.6195 1.0988 1.0 0.1 0.3 0.07
C 3.7921 0.5773 -0.2065 0.0 -0.1 -0.1 0.01
C 5.0926 0.5958 0.3006 0.0 0.0 -0.1 0.00
C 6.1828 0.5114 -0.5529 0.0 0.0 0.0 0.00
C 5.9858 0.4058 -1.9271 0.0 0.0 0.1 0.00
C 4.6992 0.4103 -2.4443 0.0 0.0 0.0 0.00
C 3.6075 0.5010 -1.5857 0.1 0.1 0.1 0.01
C 2.8346 2.2603 2.2480 -0.2 0.1 0.0 0.01
C 2.6800 2.2989 3.6315 0.1 0.0 -0.1 0.00
C 3.1551 3.3813 4.3641 0.0 0.0 0.0 0.00
C 3.7771 4.4389 3.7161 0.0 0.0 0.0 0.00
C 3.9264 4.4133 2.3352 0.0 -0.1 0.0 0.00
C 3.4540 3.3313 1.6036 0.0 -0.1 0.2 0.00
H 3.8905 -0.6184 2.6063 0.0 0.0 0.0 0.00
H 2.3306 -0.7916 3.4005 0.0 0.0 0.0 0.00
H 3.5018 -2.9364 2.4175 0.0 0.0 0.0 0.00
H 2.9457 -2.3832 0.8590 0.0 0.0 0.0 0.00
H 1.1593 -2.8885 3.3141 0.0 0.0 0.0 0.00
H 1.3759 -4.0477 2.0134 0.0 0.0 0.0 0.00
H -2.4432 -1.1507 3.5034 0.0 0.0 0.0 0.00
H -3.8421 -2.2015 5.2220 0.0 0.0 0.0 0.00
H -3.9216 -4.6645 5.4295 0.0 0.0 0.0 0.00
H -2.5849 -6.0736 3.8950 0.0 0.0 0.0 0.00
H -1.1893 -5.0333 2.1565 0.0 0.0 0.0 0.00
H 1.3962 -4.4837 -0.1600 0.0 0.0 0.0 0.00
H 0.9932 -6.1996 -1.8717 0.0 0.0 0.0 0.00
H -1.2635 -6.4885 -2.8392 0.0 0.0 0.0 0.00
H -3.1273 -5.0452 -2.0762 0.0 0.0 0.0 0.00
H -2.7368 -3.3352 -0.3491 0.0 0.0 0.0 0.00
H 5.2618 0.6983 1.3674 0.0 0.0 0.0 0.00
H 7.1879 0.5343 -0.1484 0.0 0.0 0.0 0.00
H 6.8382 0.3234 -2.5902 0.0 0.0 0.0 0.00
H 4.5371 0.3379 -3.5134 0.0 0.0 0.0 0.00
H 2.6083 0.5190 -2.0050 0.0 -0.1 0.0 0.00
H 2.1864 1.4843 4.1502 0.0 0.0 0.0 0.00
H 3.0397 3.3960 5.4414 0.0 0.0 0.0 0.00
H 4.1392 5.2869 4.2852 0.0 0.0 0.0 0.00
H 4.4163 5.2341 1.8261 0.0 0.0 0.0 0.00
H 3.5787 3.3192 0.5270 0.0 0.0 0.0 0.00
C -3.6774 -0.5043 -1.1214 -0.1 -0.1 0.1 0.01
Si -2.5379 -0.3214 -2.5982 0.1 0.0 0.2 0.01
C -2.9489 -1.6300 -3.8729 0.0 -0.1 -0.1 0.00
C -2.8214 1.3677 -3.3501 0.0 0.2 -0.1 0.00
N -0.9138 -0.5431 -2.0141 -0.1 -0.5 -1.2 0.00
C 0.1264 -0.9941 -2.8431 -0.3 0.0 0.1 0.01
C 1.1496 -1.7986 -2.3101 0.0 0.1 -0.1 0.02
C 2.1980 -2.2677 -3.0926 0.0 0.1 0.1 0.00
C 2.2629 -1.9537 -4.4390 0.0 0.0 0.0 0.00
C 1.2667 -1.1488 -4.9881 -0.1 0.0 0.0 0.00
C 0.2246 -0.6735 -4.2113 0.0 0.0 0.0 0.00
H -4.5450 0.1580 -1.2098 0.1 -0.1 0.0 0.00
H -3.1589 -0.2546 -0.1906 -0.1 0.0 0.0 0.01
H -4.0530 -1.5300 -1.0397 0.0 0.1 0.0 0.00
H -4.0059 -1.9113 -3.8091 0.1 0.0 0.0 0.00
H -2.3456 -2.5289 -3.7056 -0.1 0.0 0.0 0.00
H -2.7576 -1.2830 -4.8925 0.0 -0.1 0.1 0.00
H -3.6651 1.3390 -4.0493 0.1 0.0 0.1 0.00
H -1.9415 1.7217 -3.8962 -0.1 0.0 0.0 0.00
H -3.0479 2.1068 -2.5766 0.0 0.0 -0.1 0.00
H 1.1039 -2.0871 -1.2628 0.0 -0.1 0.0 0.01
H 2.9599 -2.8948 -2.6428 0.0 0.0 0.0 0.00
H 3.0704 -2.3310 -5.0541 0.0 0.0 0.0 0.00
H 1.3009 -0.8904 -6.0403 0.0 0.0 0.0 0.00
H -0.5289 -0.0333 -4.6564 0.0 0.0 0.0 0.00
Cl -1.7516 0.9854 2.3411 -0.1 0.3 0.2 0.03
C -0.9138 2.5119 2.1010 0.1 0.0 -0.1 0.00
C -0.6413 3.2955 3.2077 0.0 0.0 0.0 0.00
C 0.0477 4.4880 3.0414 0.0 0.0 0.0 0.00
C 0.4536 4.8581 1.7673 0.0 0.0 -0.1 0.00
C 0.1569 4.0583 0.6727 0.0 0.0 0.1 0.00
C -0.5471 2.8533 0.7927 -0.1 -0.1 -0.1 0.01
C -0.8487 1.9851 -0.3722 -0.1 0.3 0.5 0.00
H -0.9587 2.9653 4.1897 0.0 0.0 0.0 0.00
H 0.2703 5.1132 3.8969 0.0 0.0 0.0 0.00
H 1.0053 5.7808 1.6242 0.0 -0.1 0.0 0.00
H 0.4687 4.3686 -0.3192 0.0 0.0 0.0 0.00
H -0.5427 2.4843 -1.2950 0.0 0.0 -0.1 0.00
H -1.9280 1.7988 -0.4266 0.0 0.0 0.0 0.01

=====

14
Properties=species:S:1:pos:R:3:forces:R:3:lowdin_charge:R:1 method="wB97M-V/def2-TZVPD" max_force_ev_per_a=0.80 energy_ha=-1098.95842 charge=0 multiplicity=1 e_lumo_ev=0.126
C 0.9871 1.1862 -0.5441 0.5 -0.4 0.5 -0.12
C 1.6478 -0.0985 -0.0757 0.1 0.4 0.0 -0.94
C -1.5918 -0.9075 0.8615 -0.1 0.4 -0.3 -0.44
H 1.7115 1.9939 -0.5047 0.0 -0.1 0.1 0.07
H 0.6652 1.0665 -1.5685 -0.3 0.0 -0.3 0.07
H 0.1366 1.4350 0.0981 0.0 0.0 -0.2 0.07
H 1.3380 -2.0770 0.2082 -0.1 0.3 -0.1 0.08
H -1.4670 -1.5170 1.7398 0.0 -0.1 0.2 0.07
H -1.9497 0.6503 -0.8225 0.3 -0.3 -0.3 0.03
N 0.8826 -1.2255 -0.1098 -0.2 -0.4 0.0 -0.38
N -2.3333 0.1226 0.9763 0.2 -0.4 0.3 -0.06
O -2.4973 0.9439 -0.0807 -0.4 0.4 0.1 -0.06
S 3.2008 -0.1884 0.4507 -0.3 0.0 -0.1 0.66
S -0.7305 -1.3845 -0.6287 0.2 0.1 0.1 0.94

=====

116
Properties=species:S:1:pos:R:3:forces:R:3:lowdin_spin:R:1 method="wB97M-V/def2-TZVPD" max_force_ev_per_a=0.67 energy_ha=-8357.46053 charge=+3 multiplicity=4 e_lumo_ev="-9.698 / -10.047"
Tc 0.0472 -0.0694 -0.2778 -0.1 0.2 0.3 2.75
F 0.4635 0.8057 -5.8369 0.1 -0.1 -0.1 0.00
Ge 0.5131 0.5587 -4.1054 0.1 0.0 0.0 0.01
C -0.7858 -0.9199 -4.0598 -0.1 0.1 0.1 0.01
C -0.7175 -1.6038 -5.2731 0.0 -0.1 -0.1 0.00
C -1.4966 -2.7281 -5.5205 0.0 -0.1 0.0 0.00
C -2.3491 -3.2109 -4.5449 0.0 0.0 0.0 0.00
C -2.4356 -2.5504 -3.3280 0.0 0.0 0.0 0.00
C -1.6732 -1.4060 -3.0869 0.2 0.0 0.1 0.00
P -1.9979 -0.5381 -1.5499 -0.5 0.2 -0.4 -0.02
C -3.1423 -1.5231 -0.5598 0.1 -0.1 0.1 0.00
C -4.5060 -1.2139 -0.5546 0.0 0.0 0.0 0.00
C -5.3968 -2.0286 0.1272 0.0 -0.1 0.0 0.00
C -4.9435 -3.1567 0.7971 0.0 0.0 0.0 0.00
C -3.5936 -3.4832 0.7714 0.0 0.0 0.0 0.00
C -2.6973 -2.6756 0.0931 0.0 0.0 0.0 0.00
C -2.9017 0.9726 -1.9438 0.1 0.0 0.1 0.00
C -3.1510 1.3329 -3.2679 0.0 0.1 -0.2 0.00
C -4.0402 2.3659 -3.5526 0.1 -0.2 -0.1 0.00
C -4.7107 3.0099 -2.5253 0.0 0.0 0.2 0.00
C -4.4607 2.6570 -1.2012 0.1 -0.2 0.0 0.00
C -3.5415 1.6576 -0.9044 -0.2 0.2 0.0 0.00
C 0.5361 2.4583 -3.6116 -0.1 0.0 0.0 0.00
C 0.6999 3.2776 -4.7339 0.0 0.0 -0.1 0.00
C 1.0693 4.6101 -4.6151 0.0 0.1 0.0 0.00
C 1.3057 5.1646 -3.3649 0.0 -0.1 0.0 0.00
C 1.1095 4.3847 -2.2399 0.0 0.0 0.0 0.00
C 0.7193 3.0427 -2.3570 0.1 0.0 0.0 0.02
P 0.2851 2.2957 -0.7851 -0.3 0.5 -0.1 0.02
C -0.9263 3.4649 -0.1115 -0.3 0.1 -0.5 -0.01
C -1.0390 3.7648 1.2418 -0.2 0.2 0.3 0.00
C -1.8727 4.7961 1.6602 0.0 0.0 -0.1 0.00
C -2.5932 5.5467 0.7341 0.1 -0.1 0.3 -0.01
C -2.5041 5.2435 -0.6127 0.2 -0.4 -0.3 0.00
C -1.6935 4.1936 -1.0399 0.1 0.2 0.3 -0.01
C 1.7279 2.2550 0.2968 0.0 -0.2 0.0 0.01
C 1.5875 1.9253 1.6571 0.1 -0.1 0.0 0.01
C 2.6868 1.9859 2.5019 0.0 -0.1 0.0 0.00
C 3.9245 2.3585 1.9990 0.0 0.0 0.0 0.01
C 4.0822 2.6282 0.6404 0.0 0.0 0.0 0.00
C 2.9966 2.5694 -0.2131 0.1 0.0 0.0 0.01
C 2.3268 -0.1069 -3.8470 0.0 -0.1 0.1 0.00
C 3.2027 0.2444 -4.8737 0.0 0.0 0.0 0.00
C 4.5353 -0.1472 -4.8505 0.0 0.0 0.0 0.00
C 5.0170 -0.8925 -3.7871 0.0 0.0 0.0 0.00
C 4.1651 -1.2483 -2.7505 0.0 0.0 0.0 0.00
C 2.8213 -0.8672 -2.7744 -0.1 0.1 0.0 0.01
P 1.7742 -1.4885 -1.4259 0.3 -0.4 -0.1 0.00
C 1.0621 -3.0688 -1.9383 -0.1 0.1 -0.1 0.01
C 0.4271 -3.8499 -0.9701 -0.1 0.0 0.0 0.00
C -0.0248 -5.1191 -1.2877 0.0 0.0 0.0 0.00
C 0.1712 -5.6232 -2.5688 0.0 0.0 0.0 0.00
C 0.8201 -4.8567 -3.5263 0.0 0.0 0.0 0.00
C 1.2682 -3.5790 -3.2158 -0.1 0.1 -0.1 0.00
C 2.8840 -1.9992 -0.0885 0.0 0.0 0.0 0.00
C 3.2718 -3.3355 0.0344 0.0 -0.1 -0.1 0.00
C 4.1770 -3.7059 1.0153 0.0 0.0 0.0 0.00
C 4.6991 -2.7531 1.8814 0.0 0.0 0.0 0.00
C 4.3233 -1.4239 1.7557 0.0 0.1 0.0 0.00
C 3.4208 -1.0477 0.7720 0.1 0.0 0.1 0.00
H -0.0555 -1.2555 -6.0553 -0.1 0.0 0.0 0.00
H -1.4242 -3.2251 -6.4803 0.0 0.0 0.0 0.00
H -2.9557 -4.0896 -4.7252 0.0 0.0 0.0 0.00
H -3.1178 -2.9226 -2.5750 0.0 0.0 0.0 0.00
H -4.8889 -0.3589 -1.0918 0.0 0.0 0.0 0.00
H -6.4509 -1.7841 0.1234 0.0 0.0 0.0 0.00
H -5.6452 -3.7906 1.3258 0.0 0.0 0.0 0.00
H -3.2397 -4.3739 1.2757 0.0 0.0 0.0 0.00
H -1.6542 -2.9504 0.0668 0.0 0.0 0.0 0.00
H -2.6966 0.7890 -4.0861 0.0 0.0 0.0 0.00
H -4.2355 2.6319 -4.5845 0.0 0.0 0.1 0.00
H -5.4403 3.7777 -2.7531 0.0 0.0 0.0 0.00
H -4.9960 3.1450 -0.3969 0.1 0.0 0.0 0.00
H -3.3669 1.3748 0.1272 0.0 0.1 0.0 0.00
H 0.5527 2.8667 -5.7240 0.0 0.1 0.1 0.00
H 1.1859 5.2105 -5.5093 0.0 0.0 0.0 0.00
H 1.6188 6.1958 -3.2646 0.0 0.0 0.0 0.00
H 1.2470 4.8273 -1.2591 0.0 0.0 0.0 0.00
H -0.4625 3.2399 1.9870 -0.1 0.1 0.0 0.00
H -1.9340 5.0349 2.7152 0.0 0.0 -0.1 0.00
H -3.2135 6.3688 1.0697 0.0 0.0 0.0 0.00
H -3.0603 5.8179 -1.3442 0.0 0.0 0.0 0.00
H -1.6365 3.9694 -2.0976 0.0 0.0 0.0 0.00
H 0.6230 1.6609 2.0712 0.1 0.0 0.0 0.00
H 2.5711 1.7533 3.5526 0.0 0.0 0.0 0.00
H 4.7770 2.4349 2.6636 0.0 0.0 0.0 0.00
H 5.0555 2.9013 0.2513 0.0 0.0 0.0 0.00
H 3.1233 2.7974 -1.2641 0.0 0.0 0.0 0.00
H 2.8396 0.8231 -5.7154 0.0 0.0 0.0 0.00
H 5.1936 0.1314 -5.6648 0.0 0.0 0.0 0.00
H 6.0546 -1.2033 -3.7597 -0.1 0.0 0.0 0.00
H 4.5577 -1.8284 -1.9284 0.0 0.0 0.1 0.00
H 0.3471 -3.4892 0.0510 0.0 0.0 0.0 0.00
H -0.5024 -5.7305 -0.5308 0.0 0.0 0.0 0.00
H -0.1632 -6.6249 -2.8126 0.0 0.1 0.0 0.00
H 0.9935 -5.2589 -4.5174 0.0 0.0 0.1 0.00
H 1.7962 -2.9989 -3.9621 0.0 0.0 0.0 0.00
H 2.8844 -4.0900 -0.6403 0.1 0.1 0.1 0.00
H 4.4801 -4.7420 1.0993 0.0 0.0 0.0 0.00
H 5.4053 -3.0479 2.6483 0.0 0.0 0.0 0.00
H 4.7413 -0.6795 2.4202 0.0 0.0 0.0 0.00
H 3.1665 -0.0074 0.6537 0.0 0.2 0.0 0.00
Br -4.2585 -2.0324 6.8266 0.0 0.0 0.0 0.01
C -3.2918 -1.5716 5.2994 0.0 0.0 0.0 0.01
C -3.5919 -0.3828 4.6348 0.0 0.1 0.0 0.00
C -2.8776 -0.0418 3.5079 -0.1 0.1 0.0 0.01
C -1.8662 -0.8898 3.0405 0.1 0.0 -0.2 0.00
C -1.5725 -2.0815 3.7155 0.1 -0.1 0.0 0.01
C -2.2834 -2.4214 4.8455 0.1 -0.1 0.0 0.00
C -1.1431 -0.5487 1.8497 0.0 -0.2 0.2 0.02
O -0.2527 -1.3294 1.3151 0.0 0.1 0.0 0.09
O -1.3188 0.5542 1.1942 0.2 -0.1 -0.1 0.03
H -4.3775 0.2574 5.0101 0.0 0.0 0.0 0.00
H -3.0978 0.8778 2.9796 0.0 0.0 0.0 0.00
H -0.7831 -2.7287 3.3499 -0.1 0.0 0.0 0.00
H -2.0670 -3.3341 5.3842 0.0 0.0 0.0 0.00

=====

51
Properties=species:S:1:pos:R:3:forces:R:3:lowdin_charge:R:1 method="wB97M-V/def2-TZVPD" max_force_ev_per_a=0.56 energy_ha=-2012.09005 charge=+2 multiplicity=1 e_lumo_ev="-8.586 / -8.355"
Pb -0.0821 -0.4079 -0.4118 0.3 -0.1 0.0 1.52
C -1.3006 -2.3914 1.0431 0.0 0.2 -0.1 -0.32
C -1.8213 -2.6766 -0.2241 0.1 0.1 0.0 -0.27
C -0.7414 -3.2473 -1.0448 0.0 0.0 0.0 -0.24
C 0.4256 -3.2893 -0.2831 -0.2 0.0 0.1 -0.29
C 0.0791 -2.8516 1.0375 0.1 0.0 0.0 -0.25
C 0.9333 -2.9589 2.2415 0.0 0.0 0.0 0.01
C 1.7311 -3.8873 -0.6957 0.1 0.0 0.0 -0.01
C -0.9189 -3.7472 -2.4345 0.0 0.0 0.0 0.01
C -3.2259 -2.5357 -0.6817 0.0 0.0 0.0 0.00
C -2.0653 -1.9940 2.2671 0.0 0.0 0.0 -0.02
H 0.7059 -2.1928 2.9818 0.0 0.0 0.0 0.08
H 1.9940 -2.9262 2.0008 0.0 0.0 0.0 0.09
H 0.7432 -3.9255 2.7225 0.0 0.0 0.0 0.13
H 2.5664 -3.4687 -0.1371 0.0 0.0 0.0 0.08
H 1.9264 -3.7312 -1.7545 0.0 0.0 0.0 0.09
H 1.7308 -4.9646 -0.5186 0.0 0.0 0.0 0.11
H -0.6938 -2.9744 -3.1751 0.0 0.0 0.0 0.11
H -1.9445 -4.0674 -2.6103 0.0 0.0 0.0 0.10
H -0.2559 -4.5877 -2.6333 0.0 0.0 0.0 0.10
H -3.7962 -1.8549 -0.0539 0.0 0.0 0.0 0.09
H -3.7233 -3.5100 -0.6441 0.0 0.0 0.0 0.12
H -3.2842 -2.1957 -1.7164 0.0 0.0 0.0 0.10
H -1.4711 -1.3839 2.9465 0.0 0.0 0.0 0.07
H -2.3703 -2.8821 2.8250 0.0 0.0 0.0 0.11
H -2.9686 -1.4398 2.0198 0.0 0.0 0.0 0.09
F -0.2881 6.6555 -3.5496 0.0 -0.1 0.0 0.21
C -0.5922 5.4094 -3.3071 0.0 0.1 0.0 -0.08
C -0.1853 4.8368 -2.0888 0.0 0.0 -0.1 -0.13
F 0.4951 5.5750 -1.2307 0.0 -0.1 0.0 0.17
C -0.5027 3.5328 -1.8353 0.0 -0.1 -0.1 -0.22
F -0.1135 2.9705 -0.6888 0.0 0.1 0.0 0.06
C -1.2314 2.7331 -2.7638 0.2 0.5 0.1 -0.55
S -1.6627 1.1520 -2.4281 -0.3 -0.2 -0.2 0.74
C -1.6117 3.3588 -3.9898 0.0 -0.1 0.1 -0.21
F -2.2785 2.6556 -4.8751 0.0 0.1 0.0 0.15
C -1.3040 4.6740 -4.2568 0.0 0.0 0.1 -0.12
F -1.6615 5.2541 -5.3816 0.0 -0.1 0.0 0.18
N 3.1789 3.3060 3.9049 0.0 0.0 0.1 0.18
C 2.5476 2.5177 3.0298 0.1 0.1 0.1 -0.28
C 3.0117 2.3683 1.7057 -0.1 -0.1 0.0 0.02
C 2.3274 1.5567 0.8453 0.1 0.0 0.0 -0.15
N 1.2206 0.8709 1.1878 -0.3 -0.1 0.0 -0.17
C 0.7801 1.0095 2.4538 0.0 0.1 0.1 -0.15
C 1.3895 1.7968 3.3899 0.0 -0.1 -0.1 0.02
H 4.0069 3.8181 3.6511 0.0 0.0 0.0 0.13
H 2.8484 3.4087 4.8496 0.0 0.0 0.0 0.13
H 3.8997 2.8820 1.3701 0.0 0.0 0.0 0.13
H 2.6803 1.4342 -0.1712 0.0 0.0 -0.1 0.12
H -0.1123 0.4563 2.7230 0.0 0.0 0.0 0.10
H 0.9849 1.8595 4.3890 0.0 0.0 0.0 0.13

=====

20
Properties=species:S:1:pos:R:3:forces:R:3:lowdin_charge:R:1 method="wB97M-V/def2-TZVPD" max_force_ev_per_a=4.91 energy_ha=-1140.40902 charge=0 multiplicity=1 e_lumo_ev="-0.699 / -0.702"
C -0.9702 1.2629 1.4088 1.0 1.3 -4.6 -0.04
C -1.8599 1.5767 0.3590 2.4 0.5 0.2 -0.13
C 0.2483 1.4112 0.8150 -1.2 0.5 -1.1 -0.15
C -0.2025 -0.9470 -1.6474 -0.3 0.5 0.5 -0.09
C 0.3589 -1.7253 0.6699 -0.9 0.4 0.0 -0.17
C 0.7717 -1.0465 -0.5680 4.7 0.2 0.6 -0.64
N -1.2244 1.9585 -0.7643 -1.6 -0.6 1.1 0.01
N 0.0537 1.7807 -0.4632 1.5 1.9 -2.7 -0.08
S 3.3213 -1.0350 1.0058 0.5 0.1 0.2 0.05
S 2.4618 -0.5584 -0.6694 -3.1 -0.9 -0.4 0.42
H -1.1002 0.9252 2.3295 -0.9 -1.3 3.8 0.06
H -2.8511 1.6434 0.5717 -2.9 0.2 -0.5 0.07
H 0.1574 -1.1830 -2.5881 1.3 0.0 -2.0 0.06
H -0.6965 0.0206 -1.6861 -0.2 -0.1 0.0 0.07
H -0.9027 -1.7229 -1.5053 -1.3 -0.7 0.5 0.08
H -0.6315 -1.3155 0.7373 -1.1 -0.5 0.5 0.07
H 0.8289 -1.5278 1.6218 0.7 0.4 -0.2 0.03
H 0.3428 -2.8037 0.5481 -0.2 -0.3 -0.2 0.11
H 0.7090 2.0989 -1.2843 -1.3 -1.1 2.8 0.22
H 1.1851 1.1870 1.1092 2.9 -0.5 1.3 0.05